The following is a DFT calculation (ωB97M-V/def2-TZVPD) of a 2-piece molecular cluster, C3H9NO3 overall.

Values from the calculation:
**HOMO-LUMO gap (alpha / beta)**: 2.8 / 6.1 eV
**M**: 107.109 g/mol
**Strongest force on any atom**: 2.63 eV/A
**Spin multiplicity**: 2
**Electronic energy**: -400.10853 hartree
**HOMO energy (alpha / beta)**: 0.22 / -3.09 eV
**Relative energy (zero: lowest compared OMol25 entry of this formula, charge and spin)**: 22.9 kcal/mol
**Total charge**: -1

Structure (XYZ):
```
16
Properties=species:S:1:pos:R:3:forces:R:3:lowdin_charge:R:1
O -0.2073 0.0984 1.4891 -0.5 0.3 0.6 -0.2449
C 0.1330 -0.7081 0.5702 1.4 -0.3 -2.2 -0.5126
C -0.1413 -0.3229 -0.9213 -0.7 0.5 1.8 -0.2681
N -1.5844 -0.6233 -1.0451 -0.6 -0.5 -1.0 -0.0842
C -2.2598 -0.2756 -2.2518 1.9 0.2 -0.1 -0.3157
O -2.1017 1.1207 -2.6077 -1.2 0.4 -0.1 -0.1081
H 0.1201 -1.8128 0.6160 -0.1 0.0 0.7 0.0298
H 0.0256 0.7650 -1.0007 0.1 -0.2 -0.2 0.0847
H 0.4557 -0.8537 -1.6664 -0.1 -0.3 0.0 0.0777
H -2.0425 -0.2643 -0.2171 0.0 0.1 0.0 0.0942
H -3.3129 -0.5541 -2.2111 0.0 0.4 0.0 0.1028
H -1.7442 -0.7620 -3.0982 -0.4 -0.6 0.3 0.1029
H -1.2257 1.2029 -2.9797 0.3 0.1 0.1 0.0484
H 5.8260 0.4366 4.7504 -0.1 0.1 0.1 0.0207
H 4.3820 0.9474 4.5038 0.1 -0.1 0.0 0.0357
O 5.0974 0.4266 4.1247 0.1 -0.1 -0.2 -0.0633
```
Positions in Å, forces in eV/Å.



The following is a DFT calculation (ωB97M-V/def2-TZVPD) of a 2-piece molecular cluster, C4H9O2 overall.

Values from the calculation:
**HOMO-LUMO gap**: 7.9 eV
**M**: 89.114 g/mol
**Strongest force on any atom**: 0.98 eV/A
**Electronic energy**: -308.33617 hartree
**HOMO energy**: -3.89 eV
**Relative energy (zero: lowest compared OMol25 entry of this formula, charge and spin)**: 5.5 kcal/mol
**Total charge**: -1

Structure (XYZ):
```
15
Properties=species:S:1:pos:R:3:forces:R:3:lowdin_charge:R:1
C -1.2732 -1.3830 -1.0672 -0.6 -0.2 0.7 -0.1701
C -2.3022 -0.3111 -1.4817 0.4 0.2 0.4 -0.1768
H -1.7777 -2.3431 -0.9120 0.1 0.0 -0.3 0.0501
H -0.4580 -1.5260 -1.7690 0.0 0.1 -0.1 0.0551
H -0.8428 -1.1507 -0.0886 0.3 0.1 -0.3 0.0351
H -3.2840 -0.7324 -1.7146 0.1 0.1 -0.3 0.0448
H -1.9284 0.3020 -2.3084 -0.3 -0.2 0.0 0.0500
H -2.4575 0.3858 -0.6499 0.0 -0.1 -0.1 0.0572
C 2.4875 1.3606 1.1661 0.5 0.5 0.5 -0.0693
C 1.4005 0.4228 1.7514 0.1 0.3 -0.1 -0.8056
O 1.0126 0.6920 2.9083 0.0 0.0 0.0 -0.1075
O 1.0475 -0.5171 1.0127 -0.2 -0.4 -0.3 -0.1037
H 2.3469 1.7118 0.1428 -0.3 -0.3 -0.1 0.0448
H 3.4569 0.8465 1.2000 -0.1 0.0 0.0 0.0511
H 2.5720 2.2419 1.8100 0.0 0.0 0.0 0.0446
```
Positions in Å, forces in eV/Å.



The following is a DFT calculation (ωB97M-V/def2-TZVPD) of one molecule with the formula C8H9NO2S.

Values from the calculation:
**HOMO-LUMO gap**: 8.4 eV
**M**: 183.232 g/mol
**Strongest force on any atom**: 3.67 eV/A
**Electronic energy**: -913.58066 hartree
**HOMO energy**: -8.13 eV
**Relative energy (zero: lowest compared OMol25 entry of this formula, charge and spin)**: 58.1 kcal/mol

Structure (XYZ):
```
21
Properties=species:S:1:pos:R:3:forces:R:3:lowdin_charge:R:1
C 1.5147 1.0040 -2.9565 1.5 0.3 -0.6 -0.0083
C 0.9256 1.1627 -1.6482 -0.9 0.6 0.1 -0.6110
O 0.1648 2.0587 -1.4122 -0.8 1.1 1.0 0.0908
N 1.1807 0.1156 -0.8346 0.9 -2.1 1.2 0.0694
C 0.6825 -0.0387 0.4757 0.6 -1.0 1.0 -0.4291
C 0.1850 0.9213 1.2956 1.4 1.0 -3.2 -0.1489
C -0.5992 0.7584 2.4207 -0.9 -0.3 0.4 -0.1179
C -1.5506 -0.2208 2.5672 0.9 1.4 1.3 -0.1002
C -1.8063 -1.1496 1.5618 -0.5 -2.0 -1.3 -0.1306
C -0.9045 -1.8279 0.8237 0.4 0.2 0.1 -0.6741
O -1.1937 -2.6267 -0.2221 0.3 -0.7 -2.1 -0.0349
S 0.7716 -1.7341 1.2211 0.9 1.6 -0.8 1.0240
H 1.3182 1.8977 -3.5600 1.1 0.2 0.4 0.1009
H 2.5789 0.6239 -2.7533 -1.5 0.4 -1.5 0.1269
H 0.7476 0.3989 -3.3849 0.3 -1.7 -0.9 0.0885
H 1.7050 -0.6891 -1.2569 -0.7 1.3 1.0 0.1528
H 0.2850 1.9693 0.9164 0.0 -1.0 0.4 0.1308
H -0.5530 1.7192 2.8837 -0.6 0.0 1.7 0.1012
H -2.1974 -0.2458 3.4432 -0.1 0.5 -0.3 0.1102
H -2.8291 -1.3600 1.3053 -0.5 -0.1 0.1 0.1224
H -0.4257 -2.7370 -0.8859 -1.6 0.4 2.1 0.1371
```
Positions in Å, forces in eV/Å.



The following is a DFT calculation (ωB97M-V/def2-TZVPD) of an isolated ion of composition C12H20N3 and charge +1.

Values from the calculation:
**HOMO-LUMO gap (alpha / beta)**: 7.0 / 7.0 eV
**M**: 206.313 g/mol
**Strongest force on any atom**: 5.02 eV/A
**Electronic energy**: -633.10606 hartree
**HOMO energy (alpha / beta)**: -12.81 / -12.81 eV
**Relative energy (zero: lowest compared OMol25 entry of this formula, charge and spin)**: 108.4 kcal/mol
**Total charge**: +1

Structure (XYZ):
```
35
Properties=species:S:1:pos:R:3:forces:R:3:lowdin_charge:R:1
C 3.2115 0.9633 1.3291 1.0 -1.7 1.1 -0.0768
C 2.0307 1.1332 0.6733 0.1 -0.4 0.4 -0.0324
C 2.2288 0.5091 -0.5564 2.0 -0.4 -1.1 -0.3403
C 1.3951 0.5217 -1.7685 -0.3 -4.5 -2.1 -0.0162
C 0.1771 -0.5085 -1.5812 0.1 2.1 2.4 -0.2263
C -0.2944 -1.7402 0.0605 1.9 1.8 -0.2 -0.2764
C -0.6942 -0.3445 -0.3387 -0.7 -0.8 -1.6 0.1098
C 0.3252 -1.9530 1.3961 -1.5 -1.6 2.0 0.0141
C -1.9280 1.7714 -0.8780 -0.8 0.1 -2.7 -0.0272
C -1.8249 0.8185 1.4645 3.1 -0.9 1.3 -0.0192
C -3.1322 -0.3080 -0.2776 2.2 -1.7 -1.2 0.0118
C -1.8557 0.4996 -0.0304 0.0 1.7 1.3 -0.5554
N 3.4431 -0.0606 -0.6271 -0.4 0.9 -0.5 0.1059
N 4.0358 0.2125 0.5433 -2.7 0.7 -1.0 0.0111
N 0.4928 -1.8044 -1.1432 1.5 -1.7 -1.4 0.0571
H 3.4565 0.8352 2.3692 -0.1 1.2 0.4 0.1261
H 1.0205 1.4225 -2.1202 -0.6 1.9 -0.2 0.0875
H 1.8434 -0.0048 -2.7470 -0.1 1.3 2.4 0.1818
H -0.4701 -0.4058 -2.4232 -0.8 0.1 -1.0 0.1611
H -1.0763 -2.4031 -0.0004 -2.7 -1.4 -0.2 0.1438
H 0.5859 -3.0221 1.6068 -0.2 0.9 -0.5 0.1204
H -0.4191 -1.6675 2.1952 0.8 -0.2 -0.8 0.1111
H 1.1666 -1.3633 1.4866 1.9 1.2 0.4 0.0429
H -1.9299 1.4715 -2.0133 -0.5 0.4 1.9 0.1249
H -1.0463 2.3925 -0.8803 0.3 0.3 0.7 0.0735
H -2.8585 2.4192 -0.6901 1.4 -1.2 -0.1 0.1317
H -2.4266 1.5875 1.7638 -2.2 2.1 0.0 0.0625
H -2.1124 -0.0023 2.1325 0.3 -0.2 -0.4 0.0987
H -0.8370 1.2385 1.8376 -0.8 -0.9 -0.6 0.1038
H -4.0479 0.2061 -0.1725 -0.7 0.9 0.4 0.0979
H -3.0490 -1.1908 0.3630 -0.6 -0.1 -0.4 0.1017
H -2.9356 -0.5286 -1.3330 -1.2 -0.8 0.0 0.1043
H 5.0119 0.1713 0.5673 1.5 -0.4 0.4 0.1396
H 1.4045 -2.2390 -1.3464 -0.8 0.4 0.8 0.1669
H 1.1087 1.3729 1.1385 -0.5 0.8 0.1 0.0803
```
Positions in Å, forces in eV/Å.



The following is a DFT calculation (ωB97M-V/def2-TZVPD) of an isolated ion of composition C4H8N3O2 and charge +1.

Values from the calculation:
**HOMO-LUMO gap (alpha / beta)**: 6.9 / 7.0 eV
**M**: 130.127 g/mol
**Strongest force on any atom**: 6.60 eV/A
**Spin multiplicity**: 3
**Electronic energy**: -471.33745 hartree
**HOMO energy (alpha / beta)**: -11.42 / -13.81 eV
**Relative energy (zero: lowest compared OMol25 entry of this formula, charge and spin)**: 145.3 kcal/mol
**Total charge**: +1

Structure (XYZ):
```
17
Properties=species:S:1:pos:R:3:forces:R:3:lowdin_charge:R:1
C 1.2476 -0.4626 0.0766 -3.3 0.8 -0.9 -0.0110
C -1.5496 -0.2519 -0.1048 -3.0 3.0 -2.0 -0.2325
C -0.9191 -1.4945 0.3491 0.3 -0.8 1.0 -0.1552
C -1.0841 2.1585 0.4018 -3.5 -1.4 -1.1 0.0519
N -0.7918 0.9591 0.1070 1.5 0.5 2.7 -0.0187
N 0.5597 -1.5265 0.0648 0.0 -4.2 -0.8 0.0930
N 2.3872 0.1358 -0.0064 0.4 0.3 -1.1 -0.1930
O 3.3077 0.1606 0.7996 0.9 0.1 -0.5 0.1828
O 2.2737 0.9454 -1.2695 -4.4 1.5 4.5 0.1357
H -1.6360 -0.0623 -1.2473 -0.7 -1.6 1.5 0.1711
H -2.5811 -0.2869 0.5012 1.8 0.6 -1.8 0.1801
H -1.1512 -1.5479 1.4638 1.0 -0.3 -1.2 0.1532
H -1.4188 -2.3592 -0.1242 0.5 0.4 0.2 0.1406
H 3.0530 0.7068 -1.5953 5.7 -1.2 -3.0 0.0296
H -2.2047 2.5332 0.2869 2.1 -0.7 0.5 0.1432
H -0.3800 2.8711 0.7485 0.9 0.5 -0.1 0.0759
H 0.8876 -2.4785 -0.4516 -0.3 2.5 2.3 0.2532
```
Positions in Å, forces in eV/Å.



The following is a DFT calculation (ωB97M-V/def2-TZVPD) of a 10-piece molecular cluster, C33H59NO11 overall.

Values from the calculation:
**HOMO-LUMO gap**: 8.1 eV
**M**: 645.831 g/mol
**Strongest force on any atom**: 3.42 eV/A
**Electronic energy**: -2174.98914 hartree
**HOMO energy**: -8.87 eV

Structure (XYZ):
```
104
Properties=species:S:1:pos:R:3:forces:R:3:lowdin_charge:R:1
O -4.3557 -3.1605 1.8462 0.8 1.4 0.1 0.0667
N -3.3735 -2.4595 2.0666 2.2 -0.5 1.2 -0.3069
O -2.2172 -2.7036 1.6656 -2.1 0.2 -0.2 0.0355
C -3.3843 -1.3330 3.0950 -1.2 0.9 0.3 -0.0998
C -4.6500 -0.8238 3.5321 1.8 -0.8 0.2 -0.0309
C -4.6738 0.1091 4.5723 -0.1 -1.2 -0.5 -0.0749
C -3.4883 0.6300 5.0724 0.7 0.6 -0.3 -0.0697
C -2.2477 0.2541 4.5614 -0.7 -1.0 -1.7 -0.0557
C -2.1779 -0.7839 3.5908 -1.1 0.2 0.3 0.0152
H -5.5639 -1.2224 3.1168 0.0 -0.1 0.0 0.1016
H -5.6501 0.2824 5.0003 0.1 0.6 0.1 0.1080
H -3.4704 1.4594 5.7639 -0.3 -0.1 0.3 0.1087
H -1.3472 0.8351 4.6956 0.1 -0.1 0.7 0.0917
H -1.2031 -1.1111 3.2606 -0.2 -0.1 -0.3 0.1065
C -7.0410 -0.3647 0.5135 0.1 0.5 0.8 -0.0226
C -6.6594 1.0806 0.6285 1.7 1.9 1.0 -0.4439
C -5.0991 1.4008 0.8200 -0.8 -0.1 -0.9 -0.0066
O -7.4753 1.9803 0.7008 0.6 -1.0 -0.4 0.0577
H -7.8115 -0.4508 1.2797 -0.4 -0.4 -0.4 0.0916
H -6.2176 -0.9947 0.8500 0.0 -0.2 -0.6 0.0494
H -7.4105 -0.5556 -0.4940 0.0 -0.3 0.2 0.0940
H -4.5141 0.8966 0.0509 -0.1 -0.4 -0.1 0.0548
H -4.6722 1.0844 1.7717 -0.4 -0.2 0.1 0.0489
H -4.8329 2.4497 0.6892 -0.6 0.2 0.1 0.0711
C -4.2904 -2.9500 -1.2457 0.4 0.2 0.0 -0.0308
C -3.9073 -2.9238 -2.7146 2.6 -0.5 -0.4 -0.4388
C -5.0608 -2.8392 -3.6895 0.1 0.2 0.2 -0.0264
O -2.7041 -2.9029 -3.0702 -3.3 0.0 0.8 0.0296
H -3.4063 -2.8815 -0.6119 0.0 0.1 -0.2 0.0537
H -4.8431 -3.8275 -0.9101 0.0 -0.2 -0.4 0.0911
H -4.9491 -2.1006 -1.0646 0.0 0.1 0.1 0.0661
H -5.9104 -3.4755 -3.4418 0.3 -0.5 0.1 0.0824
H -4.7398 -2.9687 -4.7231 -0.1 0.1 0.2 0.0854
H -5.4966 -1.8554 -3.5153 0.1 0.4 -0.4 0.0822
C 4.5835 4.4499 -1.5549 -0.8 -1.1 1.3 -0.0251
C 3.8890 3.4569 -2.4575 -1.9 -0.5 -0.7 -0.4603
C 4.6982 3.0063 -3.6674 -0.5 1.3 -0.3 -0.0297
O 2.7172 3.0963 -2.2735 2.4 0.6 -0.2 0.0377
H 5.4865 3.9727 -1.1742 0.6 0.5 -0.6 0.0850
H 3.9867 4.4675 -0.6430 -0.3 0.5 -0.1 0.0704
H 4.6691 5.4573 -1.9625 0.4 -0.3 -0.1 0.0925
H 4.9117 3.9155 -4.2294 0.3 0.6 0.3 0.0811
H 4.1024 2.5305 -4.4463 0.1 -1.1 0.6 0.0733
H 5.6880 2.6381 -3.3973 -0.3 -0.6 -0.1 0.0887
C 4.7936 -2.5595 1.4399 -0.1 -0.8 -1.3 -0.0171
C 3.4318 -2.4687 0.7541 0.4 1.6 1.9 -0.4815
C 2.2104 -2.7603 1.6137 -0.3 -1.3 -0.4 -0.0131
O 3.3140 -1.9040 -0.2989 -0.2 -0.3 -1.1 0.0479
H 5.0288 -3.5947 1.6873 -0.3 0.0 0.9 0.0795
H 4.7645 -1.8450 2.2625 0.3 -0.4 0.2 0.0892
H 5.5893 -2.3479 0.7257 -0.2 0.6 0.0 0.0751
H 2.3791 -3.5439 2.3524 0.2 -0.1 -0.1 0.0770
H 1.4570 -3.1307 0.9185 -0.3 0.1 0.1 0.0804
H 1.7789 -1.9344 2.1792 0.4 0.5 -0.4 0.0845
C 1.0943 0.4416 -0.4980 1.0 -0.7 -1.3 -0.0216
C -0.1114 0.5495 0.3099 0.2 1.9 -0.8 -0.5499
C -1.3934 0.4176 -0.4002 -0.5 -0.4 -1.0 0.0006
O -0.0708 0.9182 1.4388 0.0 0.3 3.0 0.0682
H 2.0594 0.4926 0.0061 -0.4 -0.6 0.4 0.0829
H 1.2071 1.2066 -1.2661 -0.6 0.3 -0.1 0.0828
H 0.8916 -0.4769 -1.0488 0.9 -0.4 -0.3 0.0841
H -1.6944 -0.6263 -0.3125 -0.4 0.0 -0.1 0.0876
H -1.2021 0.6258 -1.4530 -0.3 -0.1 -0.1 0.0916
H -2.1440 1.1180 -0.0339 0.1 -0.3 0.3 0.0755
C 2.6758 -4.7626 -4.5585 -0.8 0.6 -0.9 -0.0210
C 1.5830 -4.8901 -3.4709 0.5 -1.4 0.5 -0.4529
C 0.7112 -3.6772 -3.1828 0.5 -0.7 -0.8 -0.0089
O 1.3771 -5.9577 -2.9207 0.3 0.6 -0.4 0.0445
H 2.1957 -4.6552 -5.5312 -0.9 0.2 -0.1 0.0782
H 3.3182 -5.5954 -4.8446 0.2 -0.2 1.3 0.0787
H 3.1743 -3.7933 -4.5557 0.4 -0.2 0.6 0.0510
H -0.2979 -3.9963 -2.9223 0.1 0.0 -0.2 0.0700
H 0.7609 -3.1915 -4.1574 -0.5 1.0 0.4 0.0677
H 1.0736 -3.0754 -2.3494 0.4 0.1 -0.3 0.0737
C 2.9358 -0.8408 -3.8612 1.3 0.5 0.5 -0.0207
C 3.0756 -1.1264 -5.3290 -0.7 -0.2 -0.1 -0.4683
C 4.3490 -0.7067 -6.0959 -0.5 0.3 0.2 -0.0118
O 2.1631 -1.7212 -5.8801 1.0 0.5 -0.2 0.0433
H 3.4737 -1.6125 -3.3105 -0.3 -0.6 0.1 0.0839
H 1.9231 -0.7373 -3.4716 0.1 -0.2 -0.4 0.0828
H 3.5546 0.0071 -3.5675 -0.3 0.5 -0.1 0.0661
H 4.5819 0.3568 -6.0427 -0.7 0.4 0.1 0.0619
H 4.1816 -0.9566 -7.1436 0.4 -0.2 0.1 0.0805
H 5.2907 -1.0661 -5.6810 -0.2 -0.9 0.0 0.0816
C -1.5913 3.3315 2.6400 0.0 -0.3 1.8 -0.0148
C -0.7214 3.8019 3.8084 0.7 -1.2 0.1 -0.4894
C -0.2820 5.1945 3.6631 -0.1 1.5 1.0 -0.0381
O -0.2928 3.1011 4.7177 -0.9 0.3 -0.9 0.0482
H -1.9248 2.3292 2.9090 0.2 -0.1 -0.7 0.0554
H -0.9800 3.4200 1.7419 -0.3 -0.3 -0.1 0.0898
H -2.4685 3.9772 2.5980 0.1 0.1 -0.3 0.0852
H -1.1440 5.7965 3.3754 0.3 0.2 -0.8 0.0855
H 0.5848 5.2431 3.0040 -0.3 0.2 -0.3 0.0973
H 0.0032 5.6294 4.6210 0.3 -0.3 0.1 0.0881
C 3.3739 2.5144 2.4100 0.7 -1.2 0.0 -0.0155
C 3.4743 2.1472 3.8591 0.2 -1.2 2.3 -0.4606
C 3.1467 3.1723 4.9331 1.0 0.5 1.1 -0.0267
O 3.8256 1.0365 4.2695 -0.4 1.4 -1.4 0.0413
H 2.3131 2.5963 2.1734 0.1 0.4 -0.3 0.0814
H 3.8024 1.6647 1.8784 -0.3 -0.2 -0.2 0.0751
H 4.0306 3.3346 2.1198 -0.6 0.5 0.3 0.0817
H 3.8791 3.9794 4.9178 -0.3 0.7 -0.9 0.0771
H 3.4610 2.8293 5.9188 -0.4 -1.0 -0.1 0.0773
H 2.1377 3.5559 5.0848 -0.1 -0.1 -0.7 0.0592
```
Positions in Å, forces in eV/Å.